Record 1
19
Properties=species:S:1:pos:R:3 method="wB97M-V/def2-TZVPD" smiles=CCc1nccnc1C homo_ev=-9.45 lumo_ev=0.738 orbital_gap_ev=10.184 relative_energy_kj_mol=21.36
N 2.03 0.86 0.20
N 0.77 -1.58 -0.33
C -2.21 -0.75 0.67
C 0.09 -0.43 -0.36
C 0.72 0.81 -0.12
C -1.41 -0.54 -0.63
C 0.00 2.11 -0.16
C 2.07 -1.50 -0.06
C 2.70 -0.30 0.23
H -2.00 0.08 1.35
H -3.30 -0.74 0.53
H -1.54 -1.39 -1.29
H 2.66 -2.40 -0.08
H -1.80 0.35 -1.14
H -1.94 -1.66 1.20
H -0.33 2.40 -1.20
H -0.90 2.03 0.45
H 3.74 -0.25 0.46
H 0.65 2.91 0.26

Record 2
19
Properties=species:S:1:pos:R:3 method="wB97M-V/def2-TZVPD" smiles="C[C@H]1NN2C=CC=C[C@H]12" homo_ev=-7.36 lumo_ev=0.919 orbital_gap_ev=8.276 relative_energy_kj_mol=361.84
N -0.58 0.22 -1.15
N -0.37 -1.21 -1.08
C -0.49 0.21 0.59
C 0.49 1.19 1.08
C -0.99 -2.28 1.07
C 0.20 1.12 -1.79
C -0.10 -1.27 0.37
C 1.01 2.13 0.28
C 0.80 2.15 -1.15
H -0.71 -3.30 0.79
H 0.38 -1.53 -1.69
H 1.69 2.86 0.68
H 0.95 -1.45 0.61
H -2.03 -2.11 0.78
H -0.90 -2.18 2.15
H -1.52 0.35 0.92
H 0.19 1.03 -2.87
H 1.23 2.96 -1.71
H 0.76 1.11 2.12

Record 3
20
Properties=species:S:1:pos:R:3 method="wB97M-V/def2-TZVPD" smiles="c1ccncc1.CC(N)=O" homo_ev=-8.95 lumo_ev=0.851 orbital_gap_ev=9.801 relative_energy_kj_mol=181.97
O -1.35 -1.02 -0.18
N -2.27 0.95 -0.82
N 1.02 -0.74 -0.62
C 3.34 -0.84 0.13
C -3.56 -0.49 0.82
C 1.04 0.56 -0.22
C 3.26 0.55 0.37
C -2.29 -0.21 -0.09
C 2.10 1.25 0.29
C 2.16 -1.37 -0.46
H -3.13 1.60 -1.00
H -3.93 -1.56 0.50
H -3.32 -0.48 1.89
H -1.46 0.99 -1.42
H -4.44 0.13 0.52
H 0.12 1.08 -0.50
H 4.11 1.13 0.80
H 4.19 -1.40 0.46
H 2.18 2.28 0.38
H 2.23 -2.39 -0.85

Record 4
20
Properties=species:S:1:pos:R:3 method="wB97M-V/def2-TZVPD" homo_ev=-9.21 lumo_ev=0.964 orbital_gap_ev=10.173 relative_energy_kj_mol=515.34
O 1.00 1.59 0.66
N -1.12 1.22 1.19
N -0.17 1.20 0.47
C 0.96 -2.25 -0.57
C -0.46 0.39 -0.96
C -1.06 1.78 2.55
C -0.56 -2.08 -0.26
C -1.12 -0.85 -0.38
C 1.47 -1.12 -1.40
C 0.83 0.04 -1.60
H -1.03 -2.90 0.34
H 1.27 0.75 -2.17
H -0.98 1.14 -1.56
H -0.61 1.20 3.35
H -2.08 2.00 2.87
H 1.57 -2.35 0.36
H 2.49 -1.14 -1.89
H 1.23 -3.22 -1.14
H -0.54 2.72 2.31
H -2.14 -0.73 0.17

Record 5
21
Properties=species:S:1:pos:R:3 method="wB97M-V/def2-TZVPD" homo_ev="-7.35 / -7.35" lumo_ev="0.205 / 0.205" orbital_gap_ev="7.556 / 7.555" relative_energy_kj_mol=628.39
O -0.62 0.08 -2.50
O -0.40 -0.65 2.80
N -2.73 -0.91 -0.84
N -1.61 -0.33 -0.37
C 0.55 0.55 -0.44
C 0.66 0.30 0.91
C -0.65 -0.02 -1.13
C -2.83 -2.13 -0.52
C 1.84 0.82 1.60
C -0.02 -0.70 1.59
C 1.55 1.33 -1.37
H 1.69 1.85 1.70
H 1.98 0.25 2.58
H 1.05 2.02 -2.02
H -1.47 -0.28 -2.87
H -0.11 0.26 3.28
H -3.82 -2.71 -0.81
H 2.00 0.70 -2.05
H 2.27 1.67 -0.64
H -2.13 -2.69 0.08
H 2.78 0.57 1.03

Record 6
21
Properties=species:S:1:pos:R:3 method="wB97M-V/def2-TZVPD" homo_ev=-9.08 lumo_ev=-0.008 orbital_gap_ev=9.072 relative_energy_kj_mol=798.08
O 3.76 -0.16 -1.60
O -0.42 1.53 0.39
N 1.80 -1.11 -1.37
N 0.38 -1.51 -1.35
C 0.49 0.37 0.39
C -0.10 -0.84 -0.28
C -2.37 0.26 0.16
C -1.49 1.10 1.12
C 2.00 0.79 -0.17
C -1.64 -1.08 0.26
C 2.61 -0.15 -0.97
H 0.47 -0.16 1.38
H -1.57 -1.41 1.27
H -1.83 1.98 1.83
H -1.98 -1.76 -0.60
H -0.73 0.08 1.79
H -3.18 0.07 0.88
H -2.87 0.58 -0.85
H 2.65 1.19 0.84
H 2.16 -1.64 -2.30
H 1.85 1.85 -0.83

Record 7
21
Properties=species:S:1:pos:R:3 method="wB97M-V/def2-TZVPD" homo_ev=-8.76 lumo_ev=-0.385 orbital_gap_ev=8.373 relative_energy_kj_mol=453.85
S -2.37 -0.68 -1.11
O -2.38 -1.67 -2.17
N -3.71 -1.11 -0.11
N -1.15 -1.19 -0.02
C 2.28 1.72 -1.26
C 0.54 2.22 1.04
C 2.72 2.35 -0.08
C 0.97 1.42 -1.12
C 1.89 2.59 1.01
C 0.20 1.61 -0.13
C -0.26 -2.24 -0.43
H 3.75 2.66 -0.03
H 2.31 3.08 1.88
H -4.28 -0.33 0.16
H -0.68 -0.39 0.39
H -4.27 -1.84 -0.53
H 0.66 -1.86 -0.89
H 2.92 1.53 -2.11
H -0.79 -2.85 -1.15
H 0.00 -2.86 0.43
H -0.10 2.39 1.89

Record 8
20
Properties=species:S:1:pos:R:3 method="wB97M-V/def2-TZVPD" smiles="C[C@@H]1C=CCN=C1.N#CS" homo_ev=-9.61 lumo_ev=0.596 orbital_gap_ev=10.201 relative_energy_kj_mol=237.06
S 3.95 0.95 0.01
N 4.61 -1.83 -0.08
N 0.84 0.50 0.06
C 0.15 -0.53 0.04
C 0.18 1.76 0.27
C 4.30 -0.72 0.05
C -1.28 1.79 -0.25
C -1.30 -0.51 0.40
C -1.74 -1.98 -0.08
C -1.96 0.67 -0.30
H -2.10 -2.05 -1.14
H 0.75 -1.36 -0.14
H -3.01 0.45 -0.78
H 0.11 1.94 1.28
H -1.77 2.63 -0.67
H -2.69 -2.29 0.47
H -1.56 -0.24 1.38
H 2.68 0.87 -0.34
H 0.79 2.54 -0.40
H -0.97 -2.60 0.22

Record 9
20
Properties=species:S:1:pos:R:3 method="wB97M-V/def2-TZVPD" smiles="C[C@H]1CC=[n+]2cc[nH]c2=N1" homo_ev="-12.73 / -12.73" lumo_ev="-5.232 / -5.233" charge=+1 orbital_gap_ev="7.497 / 7.496" relative_energy_kj_mol=223.78
N -2.51 1.36 0.05
N -0.02 1.35 -0.19
N -1.41 -0.57 -0.12
C 2.22 1.01 0.23
C -0.50 -1.51 -0.26
C 0.91 -1.14 -0.27
C -3.43 0.31 0.07
C 1.01 0.44 -0.46
C -1.20 0.90 -0.07
C -2.74 -0.84 0.04
H 2.80 1.63 -0.45
H 1.47 -1.64 -1.07
H 1.78 1.67 0.94
H -0.70 -2.62 -0.13
H -3.05 -1.92 -0.11
H -2.77 2.35 0.12
H -4.55 0.41 0.42
H 1.35 -1.53 0.71
H 1.01 0.62 -1.52
H 2.88 0.24 0.68

Record 10
24
Properties=species:S:1:pos:R:3 method="wB97M-V/def2-TZVPD" homo_ev="-11.41 / -11.41" lumo_ev="-3.849 / -3.878" charge=+1 orbital_gap_ev="7.564 / 7.535"
Ni -0.11 -0.01 -0.09
S -1.95 -0.42 -1.34
O 1.45 0.13 1.18
O 3.28 1.21 1.73
N 0.92 1.69 -0.88
N -1.00 -1.57 0.70
N 2.05 1.89 -0.08
C 4.23 2.27 1.50
C -0.84 -2.43 1.71
C -3.00 -2.67 0.01
C -2.84 -3.56 1.06
C -2.04 -1.68 -0.13
C 2.24 1.04 0.96
C -1.75 -3.44 1.92
H 2.67 2.65 -0.29
H -3.56 -4.35 1.21
H 4.97 2.16 2.28
H 3.75 3.25 1.59
H -1.61 -4.13 2.75
H -3.83 -2.74 -0.67
H 0.32 2.50 -0.87
H 0.02 -2.28 2.35
H 1.20 1.51 -1.84
H 4.71 2.16 0.53

Record 11
22
Properties=species:S:1:pos:R:3 method="wB97M-V/def2-TZVPD" homo_ev=-12.86 lumo_ev=-4.544 charge=+1 orbital_gap_ev=8.321 relative_energy_kj_mol=65.79
P -1.32 2.73 -0.24
P -3.55 -1.31 -0.10
N -0.21 2.06 -1.13
N -1.80 -1.11 0.08
N -1.75 1.14 0.50
C 2.28 -0.90 -0.83
C 0.29 -0.06 0.28
C 0.89 -0.85 -0.68
C -1.15 0.01 0.32
C 2.46 0.73 0.93
C 3.09 -0.01 -0.05
C 1.05 0.79 1.05
H 2.76 -1.70 -1.48
H 0.22 2.70 -1.76
H 0.48 1.33 1.78
H -3.58 -2.10 1.17
H 3.00 1.41 1.50
H -1.10 -1.79 -0.18
H -3.68 -2.47 -0.91
H 4.15 -0.08 -0.10
H 0.17 -1.54 -1.06
H -2.70 1.03 0.93

Record 12
21
Properties=species:S:1:pos:R:3 method="wB97M-V/def2-TZVPD" homo_ev=-12.81 lumo_ev=-3.633 charge=+1 orbital_gap_ev=9.181 relative_energy_kj_mol=57.51
S 2.00 -3.03 -0.54
N 0.74 2.69 1.35
N 1.48 -1.38 -0.85
N 1.29 0.68 -0.14
C -2.39 0.01 0.05
C 2.10 -0.19 -0.60
C -1.05 -1.98 -0.29
C 0.03 -1.17 -0.33
C -0.02 0.21 -0.10
C -2.39 -1.36 -0.23
C -1.26 0.80 0.20
H 3.26 -0.07 -0.73
H 1.33 1.70 0.34
H 0.04 2.42 2.07
H 0.10 3.17 0.70
H -1.11 -3.10 -0.46
H -1.42 1.86 0.56
H 1.41 3.40 1.73
H -3.30 0.59 -0.13
H -3.21 -1.84 -0.66
H 2.35 -3.41 -1.94

Record 13
23
Properties=species:S:1:pos:R:3 method="wB97M-V/def2-TZVPD" smiles="Cn1cnc2c(C[O-])[nH+]c(=[NH2+])[nH]c21" homo_ev="-11.97 / -11.59" lumo_ev="-4.020 / -3.979" charge=+1 orbital_gap_ev="7.946 / 7.612" relative_energy_kj_mol=379.91
O 0.31 1.76 -2.55
N -0.93 -0.50 -1.76
N -0.09 -2.72 -1.54
N -0.58 2.06 0.98
N 0.18 -1.26 0.12
N 0.60 0.38 1.90
C 0.02 -0.08 0.75
C -1.06 1.87 -2.33
C 1.40 -0.19 2.92
C 0.05 1.61 2.03
C -0.61 1.00 0.12
C -0.37 -1.49 -1.06
C -1.01 0.82 -1.27
H -1.68 1.55 -3.31
H 1.30 0.47 3.80
H -0.48 -3.24 -2.35
H 1.36 -1.22 3.41
H 2.56 -0.02 2.59
H 0.75 -3.22 -1.16
H 0.17 2.19 2.93
H -1.41 -0.72 -2.62
H -1.28 2.91 -2.10
H 0.77 -1.97 0.50

Record 14
23
Properties=species:S:1:pos:R:3 method="wB97M-V/def2-TZVPD" homo_ev=-12.63 lumo_ev=-5.683 charge=+1 orbital_gap_ev=6.943 relative_energy_kj_mol=47.94
S 0.27 2.76 -1.15
N 2.28 1.01 -0.98
N 0.39 -3.34 0.97
N -1.94 0.37 1.78
N 0.63 -1.12 -0.07
N -1.32 -1.80 1.11
C -1.98 -0.57 0.64
C 1.90 3.29 -1.45
C -0.15 -2.10 0.68
C 2.74 2.27 -1.30
C 0.08 0.01 -0.52
C 0.95 1.09 -0.83
C -1.37 0.01 -0.59
H 3.81 2.30 -1.45
H 1.35 -3.63 0.90
H -3.01 -0.82 0.43
H -0.24 -3.74 1.61
H -1.59 -0.71 -1.28
H -1.99 0.82 -0.97
H -1.66 -0.09 2.68
H 2.00 4.21 -1.92
H -2.78 1.03 1.94
H 1.63 -1.25 -0.24

Record 15
19
Properties=species:S:1:pos:R:3 method="wB97M-V/def2-TZVPD" homo_ev=-14.02 lumo_ev=-4.698 charge=+1 orbital_gap_ev=9.325 relative_energy_kj_mol=284.56
O 1.90 -1.55 -0.52
N -0.81 0.00 0.08
C 2.83 -0.78 -0.28
C 2.59 0.58 0.25
C -2.97 -0.93 0.12
C -1.67 -1.04 0.33
C -1.14 1.05 -0.90
C 1.40 0.94 0.66
C 0.31 -0.06 0.66
H 0.53 -0.84 1.40
H -1.21 -1.99 0.67
H 3.33 1.29 -0.08
H -1.31 2.02 -0.41
H -3.77 -1.68 0.38
H 1.31 1.79 1.39
H -3.21 -0.04 -0.49
H -1.76 0.73 -1.73
H -0.24 1.45 -1.26
H 3.91 -0.92 -0.28

Record 16
21
Properties=species:S:1:pos:R:3 method="wB97M-V/def2-TZVPD" homo_ev=-14.48 lumo_ev=-5.331 charge=+1 orbital_gap_ev=9.153 relative_energy_kj_mol=372.64
O -0.63 0.67 0.66
O 1.10 -0.91 0.83
O 2.16 -1.76 -0.97
N -0.50 1.75 1.59
C -0.37 2.99 0.87
C -0.82 -0.98 -0.80
C 2.02 -1.69 0.17
C 0.80 2.34 1.49
C -1.48 -0.17 -1.60
C -0.06 -0.39 0.26
C -0.80 -2.48 -0.94
H -0.31 -2.98 -0.06
H -0.39 2.86 -0.28
H -0.73 3.87 1.32
H -0.08 -2.88 -1.72
H 2.74 -2.10 0.95
H -1.79 -2.75 -1.19
H 1.46 1.76 0.91
H -2.16 -0.62 -2.34
H -1.50 0.91 -1.56
H 1.33 2.56 2.41

Record 17
20
Properties=species:S:1:pos:R:3 method="wB97M-V/def2-TZVPD" smiles=CP(NO)c1ccccc1 homo_ev=-8.11 lumo_ev=0.871 orbital_gap_ev=8.977 relative_energy_kj_mol=507.38
P 1.39 -0.72 -0.85
O 2.57 2.05 -0.12
N 2.42 0.54 -0.06
C -0.46 1.36 -0.01
C -1.73 1.87 -0.06
C -1.28 -0.67 -1.12
C -0.23 0.07 -0.60
C -2.58 -0.17 -0.96
C 1.32 -1.88 0.68
C -2.75 1.07 -0.50
H 1.37 -2.85 0.21
H 2.70 2.35 -1.02
H 2.17 -1.89 1.29
H 0.51 -1.76 1.34
H -3.75 1.21 -0.24
H -3.51 -0.69 -1.19
H 0.39 1.73 0.54
H 3.34 0.13 0.30
H -0.97 -1.74 -1.22
H -1.87 2.80 0.47

Record 18
21
Properties=species:S:1:pos:R:3 method="wB97M-V/def2-TZVPD" homo_ev="-8.46 / -8.39" lumo_ev="-1.491 / -1.402" orbital_gap_ev="6.967 / 6.985" relative_energy_kj_mol=605.79
S 3.43 -2.03 -0.56
P 0.93 -0.48 -0.26
O 0.40 -0.99 1.22
N 1.07 1.17 -0.11
C 2.36 1.75 -0.51
C -2.78 -1.77 -0.49
C -0.91 -1.68 1.22
C -3.85 -2.16 -0.85
C -0.71 -0.73 -1.03
C 0.39 2.10 0.76
C -1.47 -1.35 -0.17
H -0.79 -0.57 -2.10
H -0.45 1.78 1.39
H 2.56 1.59 -1.54
H 3.19 1.39 0.24
H -0.60 -2.71 1.20
H 2.31 2.89 -0.60
H -0.13 2.80 0.10
H 1.03 2.62 1.52
H -4.62 -2.30 -1.58
H -1.38 -1.33 2.15

Record 19
19
Properties=species:S:1:pos:R:3 method="wB97M-V/def2-TZVPD" smiles=CCc1c([S-])ccn1C homo_ev=-1.84 lumo_ev=3.544 charge=-1 orbital_gap_ev=5.384 relative_energy_kj_mol=25.67
S -1.00 -3.02 -0.04
N -0.30 0.74 -0.71
C -0.16 -0.40 -0.05
C 0.29 -0.66 1.36
C -0.27 2.06 -0.17
C 1.84 -0.56 1.51
C -1.06 0.47 -1.89
C -1.31 -0.94 -2.01
C -0.87 -1.46 -0.80
H 0.10 2.81 -0.99
H 0.07 -1.70 1.45
H -1.26 2.50 0.25
H 2.22 -1.35 0.77
H 2.33 0.34 1.21
H -1.86 -1.54 -2.81
H 2.25 -0.67 2.56
H -1.24 1.41 -2.45
H 0.43 2.05 0.66
H -0.18 -0.08 2.14

Record 20
19
Properties=species:S:1:pos:R:3 method="wB97M-V/def2-TZVPD" smiles="SC[N@@H+]1C#CCCC=C1" homo_ev=-13.96 lumo_ev=-3.338 charge=+1 orbital_gap_ev=10.620 relative_energy_kj_mol=220.33
S 0.88 1.26 3.40
N -0.02 1.16 0.75
C 1.30 0.97 1.68
C -1.45 -1.75 -0.82
C -0.88 0.08 0.87
C 0.35 1.18 -0.67
C -1.30 -0.91 0.33
C -0.30 -1.19 -1.72
C 0.19 0.24 -1.60
H 0.82 2.12 -0.93
H 0.60 0.56 -2.55
H 1.65 -0.04 1.48
H 2.01 1.72 1.36
H 0.31 0.07 3.61
H -2.43 -1.60 -1.28
H 0.59 -1.80 -1.56
H -0.60 -1.33 -2.76
H -0.44 2.05 1.05
H -1.31 -2.81 -0.63

Record 21
18
Properties=species:S:1:pos:R:3 method="wB97M-V/def2-TZVPD" homo_ev=-7.89 lumo_ev=0.570 orbital_gap_ev=8.456 relative_energy_kj_mol=505.57
O 1.88 0.20 0.53
C 0.52 -1.68 -1.70
C -0.01 1.54 0.30
C -0.73 -1.51 -1.89
C 0.06 -0.57 1.84
C 0.72 0.32 0.79
C -0.59 -0.11 -2.51
C 0.73 -0.21 -2.28
H -0.84 1.09 -0.02
H -1.63 -1.97 -1.73
H 0.69 -0.50 2.74
H -0.12 -1.58 1.61
H 1.18 -2.36 -1.32
H 0.46 2.09 -0.57
H 1.58 0.42 -2.31
H -0.31 2.33 1.07
H -1.31 0.62 -2.91
H -0.92 0.01 1.99

Record 22
18
Properties=species:S:1:pos:R:3 method="wB97M-V/def2-TZVPD" smiles=C1OC2(CC2)[C@H]2C[C@H]12 homo_ev=-8.78 lumo_ev=1.092 orbital_gap_ev=9.868 relative_energy_kj_mol=478.22
O 0.21 1.61 -0.05
C 2.15 -0.07 -0.59
C -0.43 -0.65 -0.60
C 0.80 0.20 -0.13
C -1.45 0.07 0.45
C -1.22 1.49 0.00
C 1.80 -0.43 0.79
C -1.66 -1.29 -0.10
H 1.64 -1.47 1.10
H -1.59 -2.04 0.70
H 2.74 0.82 -0.60
H -1.59 2.23 0.76
H -0.69 -0.15 -1.54
H -2.40 -1.56 -0.82
H 2.35 -0.71 -1.47
H 2.02 0.21 1.67
H -0.99 -0.06 1.43
H -1.70 1.81 -0.98

Record 23
18
Properties=species:S:1:pos:R:3 method="wB97M-V/def2-TZVPD" smiles="C1=C[C@H]2CC[C@H](C1)O2" homo_ev=-8.86 lumo_ev=0.985 orbital_gap_ev=9.843 relative_energy_kj_mol=809.08
O 0.40 0.99 0.07
C 0.25 0.15 1.29
C -0.99 0.28 -1.62
C 1.62 -0.67 -0.54
C -1.95 0.38 -0.28
C -1.45 -0.15 0.88
C 0.33 -0.07 -0.82
C 1.41 -0.74 1.03
H -2.89 0.72 -0.38
H -0.50 1.22 -2.09
H 0.02 -0.88 -0.32
H -2.01 -0.34 1.76
H -1.29 -0.34 -2.59
H 2.25 -0.45 1.53
H -0.12 0.74 2.10
H 2.28 -1.66 -0.92
H 2.63 -0.12 -0.52
H 1.04 -1.84 1.16

Record 24
18
Properties=species:S:1:pos:R:3 method="wB97M-V/def2-TZVPD" homo_ev=-9.33 lumo_ev=1.034 orbital_gap_ev=10.367 relative_energy_kj_mol=690.68
O -1.88 -0.74 -0.38
C 1.64 0.30 -0.97
C 1.39 -0.28 1.01
C -0.52 0.81 -0.21
C 1.00 1.08 0.35
C 0.93 -1.01 -0.37
C -2.01 0.55 0.25
C -0.57 -0.68 0.14
H 1.58 -2.08 -0.33
H 1.54 0.51 -1.99
H 0.88 -0.58 1.91
H 1.14 2.08 0.65
H -0.76 0.90 -1.37
H -2.18 0.45 1.31
H -0.59 -1.02 1.08
H 2.72 0.14 -0.54
H -2.92 1.24 -0.12
H 2.49 -0.32 1.21

The calculation returns the following calculated total energy values, one per record and in order: -10401.3897; -10397.8609; -12447.5622; -12444.1071; -14490.5440; -14488.7853; -23279.3254; -21233.4565; -11882.6945; -67859.2741; -30461.2717; -22718.6468; -16909.4541; -25699.5025; -10948.5267; -15041.2573; -20243.8618; -31076.9773; -19745.9044; -19735.5595; -9463.3206; -9463.6041; -9460.1749; -9461.4021 eV.
The calculation returns the following max |F| values, one per record and in order: 1.0; 4.3; 3.3; 4.5; 4.0; 9.3; 2.9; 4.9; 5.3; 0.9; 3.9; 4.9; 5.1; 3.4; 3.3; 4.4; 2.9; 3.2; 4.2; 1.8; 4.6; 3.6; 8.9; 7.6 eV/A.